No. 1
Molecular formula: C7H7F3O2
Method: DFT, ωB97M-V/def2-TZVPD

Last column: Löwdin charge in e.
Geometry (Å):
C1 0.1745 -1.3527 -1.4758  -0.0662
H1 1.0987 0.2546 -2.7120  0.1287
C2 -0.0557 -1.9386 -0.2914  -0.0807
F1 0.4350 -0.3462 3.6494  0.0687
H2 -0.0594 -1.9490 -2.3625  0.1044
H3 -0.5722 -2.8471 -0.2171  0.0802
F2 0.5835 1.7221 2.8046  0.1316
F3 -1.3603 0.8528 3.0384  0.0767
H4 -0.1046 3.1405 -1.2226  0.0924
H5 -1.8911 0.3512 -1.3990  0.0942
C3 -0.1293 1.1447 -1.2508  -0.5269
C4 -0.0554 0.5501 2.6613  -0.5312
C5 0.7689 0.0660 -1.6634  -0.1205
C6 -0.0986 -0.0189 1.2931  0.1831
H6 1.6206 0.1252 -1.0460  0.1034
C7 0.1322 -1.3292 1.0884  -0.0313
H7 0.5325 -1.9542 1.7891  0.0829
O1 -1.4286 1.1581 -1.3486  0.1206
O2 0.4095 2.3705 -1.3351  0.0897

Computed properties:
Energy above the lowest of the compared OMol25 structures with the same formula, charge and spin: 0.459 eV
Highest occupied orbital energy (spin up / spin down): -5.74 / -9.83 eV
Energy: -19614.0775 eV
Multiplicity: 3
Kohn-Sham gap (spin up / spin down): 5.93 / 8.07 eV
E_LUMO (spin up / spin down): 0.0071 / -0.0646 hartree
Net charge: 0
Strongest force on any atom: 5.6 eV Å⁻¹


No. 2
Molecular formula: C7H7F3O3
Method: DFT, ωB97M-V/def2-TZVPD

Last column: Löwdin charge in e.
Geometry (Å):
C1 1.2276 1.0231 0.9246  -0.0430
O1 -3.0393 0.6236 -0.2957  -0.0584
C2 -1.6248 -1.1144 0.7318  -0.2840
F1 -0.5816 -1.3996 1.6970  0.0462
H1 -0.9666 0.4995 -1.9560  0.1443
F2 -1.5175 -2.0544 -0.3669  0.0466
C3 -1.6897 0.4285 0.2693  -0.2197
H2 2.4859 1.5187 3.0054  0.0654
H3 -3.0441 0.1659 -1.1737  0.1075
H4 2.8278 -2.0951 -1.6740  0.1677
H5 -1.6398 1.1172 1.1945  0.1788
H6 -0.6546 2.0063 -0.9381  0.1473
O2 1.1883 -0.9743 -0.7061  -0.0741
H7 1.5359 1.0177 -1.3641  0.1670
C4 1.9641 1.2969 1.9946  0.1067
C5 0.9021 0.4448 -0.5685  -0.2797
C6 -0.6428 0.8395 -0.8867  -0.0790
C7 2.5812 -1.2325 -0.9293  -0.2033
O3 3.5573 -0.6549 -0.3647  0.0277
F3 -2.8694 -1.4564 1.4065  0.0357

Computed properties:
Energy above the lowest of the compared OMol25 structures with the same formula, charge and spin: 2.640 eV
Highest occupied orbital energy: -10.04 eV
Energy: -21662.0419 eV
Multiplicity: 1
Kohn-Sham gap: 10.50 eV
E_LUMO: 0.0166 hartree
Net charge: 0
Strongest force on any atom: 6.8 eV Å⁻¹


No. 3
Molecular formula: C7H7FI3NO
Method: DFT, ωB97M-V/def2-TZVPD

Last column: Löwdin charge in e.
Geometry (Å):
F1 2.5062 0.9158 -1.9753  -0.1197
I1 1.2211 3.4553 1.9670  0.9441
H1 0.8877 -2.1499 0.8317  0.1166
C1 -0.3892 0.7148 -0.3449  -0.3028
H2 -2.5396 0.5811 0.2398  0.1179
C2 2.2577 -0.3162 0.2869  -0.0655
I2 4.7678 1.9055 -0.4816  0.8638
H3 2.9037 -0.2740 1.1082  0.0930
H4 -0.9671 -1.2965 0.2139  0.0710
C3 2.6569 1.8437 -0.9946  -1.2163
C4 1.8965 1.2178 0.2068  -0.7832
C5 -1.8182 1.1711 -0.4174  -0.0067
H5 -2.0698 0.9169 -1.4426  0.0882
C6 -0.2118 -0.6545 0.0489  -0.0455
C7 0.9660 -1.1286 0.4445  0.0012
I3 1.9426 3.7637 -1.6637  0.8185
H6 -2.0043 2.1602 -0.3470  0.0361
N1 0.5272 1.5776 -0.1175  -0.0017
H7 2.7255 -0.7370 -0.5111  0.0788
O1 2.2459 1.8322 1.3620  -0.6877

Computed properties:
Energy above the lowest of the compared OMol25 structures with the same formula, charge and spin: 0.661 eV
Highest occupied orbital energy: -8.85 eV
Energy: -37926.1737 eV
Multiplicity: 1
Kohn-Sham gap: 8.08 eV
E_LUMO: -0.0284 hartree
Net charge: 0
Strongest force on any atom: 4.3 eV Å⁻¹


No. 4
Molecular formula: C7H7FN2O
Method: DFT, ωB97M-V/def2-TZVPD

Last column: Löwdin charge in e.
Geometry (Å):
C1 0.8055 1.2244 -0.5299  -0.1117
H1 3.6087 0.8363 -0.2819  0.0952
C2 -1.5594 1.1924 -0.7983  -0.0338
C3 -2.8277 -0.6798 0.1258  -0.0985
H2 -1.9968 -2.1755 1.3766  0.1306
H3 -3.5729 0.8633 -1.0066  0.0697
C4 -1.7389 -1.2502 0.7638  -0.0690
C5 -0.4888 -0.6745 0.4788  -0.0296
H4 0.5108 -1.1389 0.6302  0.0747
F1 2.4494 -1.8125 0.2105  -0.2835
C6 -0.3664 0.5795 -0.2443  -0.2018
O1 1.7295 1.8724 -0.7910  0.1478
N1 2.8661 -0.4108 0.9854  0.0968
H5 -1.5372 2.1951 -1.1469  0.1036
H6 -3.7401 -1.0427 0.1503  0.0460
H7 4.7345 -0.2844 0.1934  0.1425
N2 3.8454 0.1825 0.4705  0.0126
C7 -2.7216 0.5234 -0.5863  -0.0915

Computed properties:
Energy above the lowest of the compared OMol25 structures with the same formula, charge and spin: 5.035 eV
Highest occupied orbital energy (spin up / spin down): -9.25 / -6.10 eV
Energy: -15110.8816 eV
Multiplicity: 1
Kohn-Sham gap (spin up / spin down): 9.48 / 4.66 eV
E_LUMO (spin up / spin down): 0.0082 / -0.0529 hartree
Net charge: 0
Strongest force on any atom: 4.7 eV Å⁻¹


No. 5
Molecular formula: C7H7N
Method: DFT, ωB97M-V/def2-TZVPD

Last column: Löwdin charge in e.
Geometry (Å):
C1 -1.3790 0.6653 -0.3105  -0.3305
C2 3.5533 -0.1846 -0.1177  0.0611
N1 -1.1228 -0.5028 -1.1792  -0.0082
H1 -2.2248 1.5238 -0.4676  0.1776
H2 -0.0931 -2.0891 0.0087  0.1555
H3 -1.1282 0.3404 1.8015  0.1105
C3 0.1392 1.1540 -0.2508  -0.0008
C4 -1.4429 -0.1864 0.8667  -0.1625
H4 4.6184 0.2387 0.0805  0.0763
H5 0.4374 2.1740 -0.1588  0.1031
C5 -0.3168 -0.9626 0.1079  -0.1774
H6 -1.8915 -1.2135 -1.4250  0.1258
C6 2.3335 -0.1683 -0.1443  -0.0694
H7 -2.3328 -0.8709 1.1841  0.1401
C7 0.8501 0.0820 0.0044  -0.2010

Computed properties:
Energy above the lowest of the compared OMol25 structures with the same formula, charge and spin: 5.346 eV
Highest occupied orbital energy: -8.81 eV
Energy: -8856.2781 eV
Multiplicity: 1
Kohn-Sham gap: 9.67 eV
E_LUMO: 0.0316 hartree
Net charge: 0
Strongest force on any atom: 5.1 eV Å⁻¹


No. 6
Molecular formula: C7H7N
Method: DFT, ωB97M-V/def2-TZVPD

Last column: Löwdin charge in e.
Geometry (Å):
C1 -0.1321 -0.4819 0.2659  -0.1924
C2 -1.3724 0.4222 2.8360  -0.0265
C3 0.7674 0.0656 -2.0203  -0.1946
C4 -0.6551 0.0292 -1.9303  -0.0592
H1 -0.6687 -0.8502 1.1292  0.0743
C5 -1.0852 -0.3128 -0.7038  -0.0757
H2 -1.2887 0.2204 -2.7882  0.1029
H3 1.9350 -0.2383 0.8896  0.1127
H4 0.7561 0.5738 2.0232  0.0468
H5 -2.0186 -0.2860 -0.1940  0.1092
N1 1.6989 0.0059 -1.1113  0.0692
H6 -2.3765 -0.0556 3.1692  0.0880
C6 -0.2460 0.5632 2.5299  -0.0440
H7 1.1573 0.6597 -3.0512  0.1536
C7 1.1587 -0.2965 0.1228  -0.1642

Computed properties:
Energy above the lowest of the compared OMol25 structures with the same formula, charge and spin: 4.213 eV
Highest occupied orbital energy: -9.41 eV
Energy: -8857.4117 eV
Multiplicity: 1
Kohn-Sham gap: 10.24 eV
E_LUMO: 0.0304 hartree
Net charge: 0
Strongest force on any atom: 6.3 eV Å⁻¹


No. 7
Molecular formula: C7H7N
Method: DFT, ωB97M-V/def2-TZVPD

Last column: Löwdin charge in e.
Geometry (Å):
C1 -1.8263 1.1222 -0.1911  -0.0671
C2 -1.3113 -1.3040 -0.0039  -0.0957
H1 1.5967 -1.1866 -0.0508  0.0039
C3 -0.5045 1.3231 0.1622  -0.0582
C4 -2.2594 -0.2453 -0.1587  -0.0612
N1 -0.0066 -1.0089 0.2363  0.0058
C5 0.3070 0.2296 0.4396  -0.2223
C6 3.2180 0.3662 -0.1118  -0.0034
H2 1.3653 0.4878 0.3991  0.0154
C7 2.4374 -0.5582 -0.3361  -0.0386
H3 -0.0662 2.3849 0.1380  0.1358
H4 4.2781 0.8316 -0.1068  0.0708
H5 -2.5322 1.9102 -0.3998  0.0969
H6 -1.7079 -2.3601 0.0437  0.1209
H7 -3.2523 -0.6070 -0.4784  0.0970

Computed properties:
Energy above the lowest of the compared OMol25 structures with the same formula, charge and spin: 3.986 eV
Highest occupied orbital energy: -9.36 eV
Energy: -8857.6381 eV
Multiplicity: 1
Kohn-Sham gap: 10.14 eV
E_LUMO: 0.0286 hartree
Net charge: 0
Strongest force on any atom: 3.5 eV Å⁻¹


No. 8
Molecular formula: C7H7N
Method: DFT, ωB97M-V/def2-TZVPD

Last column: Löwdin charge in e.
Geometry (Å):
H1 1.7006 1.9981 -2.1565  0.1031
C1 1.1210 1.4941 -1.3928  -0.0911
H2 2.5132 1.9554 0.2161  0.1111
C2 1.5558 1.4405 -0.0619  -0.0773
C3 0.7521 0.8585 0.9542  -0.0912
H3 -0.6280 -1.0602 2.2296  0.0280
N1 -0.3630 0.0981 0.5936  -0.0059
C4 -1.2418 -1.8980 1.8300  -0.0833
H4 -0.3089 0.6707 -2.8140  0.1198
H5 -1.3921 -0.7490 -0.9897  0.1356
C5 -0.6238 0.0966 -0.7157  -0.1811
C6 0.0187 0.7388 -1.7495  -0.0868
H6 -2.2032 -3.7767 0.7069  0.0922
C7 -1.9466 -2.7625 1.3551  -0.0701
H7 1.0459 0.8955 1.9945  0.0970

Computed properties:
Energy above the lowest of the compared OMol25 structures with the same formula, charge and spin: 3.029 eV
Highest occupied orbital energy: -9.36 eV
Energy: -8858.5956 eV
Multiplicity: 1
Kohn-Sham gap: 10.07 eV
E_LUMO: 0.0260 hartree
Net charge: 0
Strongest force on any atom: 4.2 eV Å⁻¹


No. 9
Molecular formula: C7H7N3
Method: DFT, ωB97M-V/def2-TZVPD

Last column: Löwdin charge in e.
Geometry (Å):
C1 0.5570 1.4834 -2.0136  -0.0301
C2 1.0545 0.6124 0.0718  -0.0138
H1 0.0600 -1.0559 1.9966  0.1406
C3 -0.4300 0.6110 -1.6993  -0.0575
C4 1.4638 1.4718 -0.9087  -0.3437
H2 -2.5698 -1.7998 2.1334  0.0853
H3 0.6581 2.0821 -2.8993  0.1018
H4 -1.8602 -1.1880 -0.2513  0.1339
C5 3.3469 2.2866 0.2533  0.0541
N1 2.5783 2.1527 -0.6210  0.0001
C6 -0.9556 -0.8474 0.2380  -0.0342
N2 -0.7353 -1.3684 1.4551  -0.0771
N3 -1.6270 -2.1868 2.1584  0.0210
H5 -1.6555 -3.1218 1.7531  0.0858
C7 -0.1421 0.0555 -0.3882  -0.2752
H6 -1.3020 0.3720 -2.2793  0.1009
H7 1.5591 0.4405 1.0011  0.1081

Computed properties:
Energy above the lowest of the compared OMol25 structures with the same formula, charge and spin: 3.437 eV
Highest occupied orbital energy: -7.95 eV
Energy: -11839.0745 eV
Multiplicity: 1
Kohn-Sham gap: 7.96 eV
E_LUMO: 0.0001 hartree
Net charge: 0
Strongest force on any atom: 2.5 eV Å⁻¹


No. 10
Molecular formula: C7H7N3O2S
Method: DFT, ωB97M-V/def2-TZVPD

Last column: Löwdin charge in e.
Geometry (Å):
H1 -0.1932 2.2414 -1.1586  0.1718
O1 2.7376 1.0734 -3.3486  -0.0107
C1 0.1249 0.7380 0.3096  -0.2590
H2 -0.2409 -1.7314 3.2270  0.1045
C2 -0.1150 -1.0318 2.4151  -0.0853
N1 1.7513 1.5334 -2.7863  -0.4702
O2 1.0778 2.4920 -3.1688  0.0055
C3 0.8821 -1.2468 1.4793  -0.0801
C4 1.3837 0.9882 -1.5665  -0.5148
C5 -0.8477 0.9671 1.2739  -0.0104
H3 1.0477 -1.1586 -3.8068  -0.0143
H4 -1.7066 0.2376 3.0784  0.1051
N2 0.3687 1.4686 -0.8227  0.1243
H5 -1.5011 1.8216 1.1974  0.1143
H6 1.5385 -2.0986 1.5502  0.1107
C6 1.0090 -0.3471 0.4355  -0.4369
N3 0.2119 -0.8487 -3.3140  0.1045
C7 -0.9534 0.0737 2.3239  -0.0808
H7 -0.3450 -0.3346 -3.9979  -0.0081
S1 2.1840 -0.3652 -0.8609  1.1297

Computed properties:
Energy above the lowest of the compared OMol25 structures with the same formula, charge and spin: 4.009 eV
Highest occupied orbital energy (spin up / spin down): -9.45 / -7.05 eV
Energy: -26767.8636 eV
Multiplicity: 1
Kohn-Sham gap (spin up / spin down): 8.59 / 6.36 eV
E_LUMO (spin up / spin down): -0.0315 / -0.0252 hartree
Net charge: 0
Strongest force on any atom: 1.8 eV Å⁻¹


No. 11
Molecular formula: C7H7N4S
Method: DFT, ωB97M-V/def2-TZVPD

Last column: Löwdin charge in e.
Geometry (Å):
N1 1.9684 1.1220 2.3798  0.0434
C1 3.0373 0.7656 1.5340  -0.4035
H1 -1.5255 -1.4980 -3.1136  0.1343
H2 3.1328 1.5095 0.5444  0.1802
N2 -4.6347 0.8816 -2.2795  0.2068
H3 4.0218 0.6277 2.0079  0.1060
H4 0.5287 -1.7302 1.4218  0.0935
N3 -0.3960 -0.8961 -1.4919  0.0394
N4 -1.5685 0.5690 -0.6182  0.0958
H5 -1.8544 1.4044 -0.0772  0.1907
C2 -3.5785 0.5357 -2.0112  -0.1544
C3 1.0567 -0.7614 1.4570  -0.3754
H6 0.1791 0.3838 3.0683  0.1088
C4 -0.4592 -0.0713 -0.4446  -0.1163
C5 -1.4409 -0.7608 -2.3588  0.0246
S1 2.5794 -0.8560 0.7671  1.0273
C6 0.9454 0.3422 2.3803  -0.1659
C7 -2.2752 0.1425 -1.7376  -0.2202
H7 0.2834 -1.7104 -1.4280  0.1850

Computed properties:
Energy above the lowest of the compared OMol25 structures with the same formula, charge and spin: 1.286 eV
Highest occupied orbital energy: -13.30 eV
Energy: -24157.7285 eV
Multiplicity: 1
Kohn-Sham gap: 7.66 eV
E_LUMO: -0.2071 hartree
Net charge: +1
Strongest force on any atom: 3.5 eV Å⁻¹


No. 12
Molecular formula: C7H7NO
Method: DFT, ωB97M-V/def2-TZVPD

Last column: Löwdin charge in e.
Geometry (Å):
H1 -2.9259 0.1213 -0.4116  0.1152
C1 -1.1117 -0.9753 -0.0051  -0.0959
O1 -0.1045 1.4965 -1.1720  -0.0625
H2 1.6801 1.0155 -0.3915  0.1269
N1 -1.4677 1.2798 -1.0880  0.0709
C2 0.6686 0.9493 -0.1893  -0.1844
C3 0.3330 0.7735 1.3223  -0.0116
C4 1.3007 -1.3905 0.6266  -0.1132
C5 2.2676 -2.1481 0.6703  0.0812
H3 3.3917 -2.6519 0.5232  0.1107
C6 0.2254 -0.4283 0.4721  -0.4066
C7 -1.8587 0.1565 -0.6431  -0.1448
H4 -1.7734 -1.5032 0.8391  0.1626
H5 1.1960 0.9301 1.9093  0.0968
H6 -0.8565 -1.8101 -0.6804  0.1234
H7 -0.5511 1.3449 1.6804  0.1315

Computed properties:
Energy above the lowest of the compared OMol25 structures with the same formula, charge and spin: 5.290 eV
Highest occupied orbital energy: -8.71 eV
Energy: -10904.0484 eV
Multiplicity: 1
Kohn-Sham gap: 9.59 eV
E_LUMO: 0.0323 hartree
Net charge: 0
Strongest force on any atom: 4.4 eV Å⁻¹


No. 13
Molecular formula: C7H7NO2
Method: DFT, ωB97M-V/def2-TZVPD

Last column: Löwdin charge in e.
Geometry (Å):
O1 -0.8441 -1.1918 -0.1724  -0.0844
H1 2.4595 0.4187 0.4669  0.0422
C1 -2.8529 0.1365 -0.0392  -0.0740
H2 -3.8878 -1.9371 0.6647  0.1124
H3 -1.3340 -3.1551 0.3101  0.1387
H4 1.1278 -0.6238 0.9361  0.1046
C2 -3.8725 1.0230 -0.0577  -0.2416
H5 1.1375 1.0057 1.3969  0.0414
C3 -1.7480 -2.1360 0.4044  0.0247
C4 0.7325 0.7656 -0.8312  -0.1022
C5 1.4255 0.4495 0.5792  -0.0302
C6 -1.4759 0.0545 -0.3658  -0.3746
C7 -2.9406 -1.3666 0.4573  0.0325
H6 1.2432 1.5748 -1.3107  0.1116
N1 -4.6788 1.8207 0.0438  0.1520
H7 0.7401 -0.0975 -1.4491  0.1033
O2 -0.7100 1.0140 -0.6894  0.0435

Computed properties:
Energy above the lowest of the compared OMol25 structures with the same formula, charge and spin: 2.239 eV
Highest occupied orbital energy (spin up / spin down): -4.90 / -9.83 eV
Energy: -12950.2126 eV
Multiplicity: 3
Kohn-Sham gap (spin up / spin down): 5.61 / 7.50 eV
E_LUMO (spin up / spin down): 0.0261 / -0.0855 hartree
Net charge: 0
Strongest force on any atom: 6.4 eV Å⁻¹


No. 14
Molecular formula: C7H7NO3
Method: DFT, ωB97M-V/def2-TZVPD

Last column: Löwdin charge in e.
Geometry (Å):
O1 2.1809 -1.2352 1.1403  0.0968
N1 2.5294 0.3232 -0.4262  0.0606
H1 0.6530 2.3410 0.4856  0.1725
C1 -2.0063 -0.6162 -0.0279  -0.3082
O2 3.9339 -0.1582 -0.6660  -0.0697
H2 -0.2605 -2.1940 -0.0677  0.2116
H3 2.2478 0.4617 -1.2946  0.0837
H4 -1.7515 2.5685 0.3755  0.0823
H5 -3.1607 1.0040 0.1056  -0.0074
C2 -0.7228 -0.9739 0.0082  0.0397
C3 -1.4081 1.6216 0.2563  -0.0630
C4 0.3279 0.0343 0.2781  -0.1191
C5 1.7600 -0.3880 0.3974  -0.4996
C6 -0.0534 1.3731 0.3093  -0.0364
H6 3.6966 -0.9271 0.1376  0.1771
H7 -2.5934 -2.3844 -0.6500  0.1063
C7 -2.3800 0.7173 -0.0658  0.0384
O3 -2.9927 -1.5678 -0.2956  0.0344

Computed properties:
Energy above the lowest of the compared OMol25 structures with the same formula, charge and spin: 5.916 eV
Highest occupied orbital energy: -9.54 eV
Energy: -14999.6804 eV
Multiplicity: 1
Kohn-Sham gap: 9.86 eV
E_LUMO: 0.0116 hartree
Net charge: 0
Strongest force on any atom: 16.9 eV Å⁻¹